109
Properties=species:S:1:pos:R:3:forces:R:3:lowdin_charge:R:1 method="wB97M-V/def2-TZVPD" charge=-1 lumo_energy_ha=0.0003 e_tot_ev=-215245.1812 de_lowest_ev=4.193
As -15.44312 -27.09483 -5.27989 -0.1012 0.5796 -1.6673 0.863
F -13.71077 -26.49920 -5.17617 -2.1175 -0.4436 0.5097 -0.329
F -15.55070 -26.25008 -6.83721 0.4762 -0.9197 0.3320 -0.311
F -17.04620 -27.80376 -5.65333 0.9863 0.5214 0.6038 -0.315
F -15.48246 -27.75879 -3.67064 0.3139 0.3547 -0.5414 -0.274
F -16.22219 -25.57926 -4.68676 0.9312 -1.3157 0.2634 -0.320
F -14.74331 -28.60764 -5.94980 -0.4888 1.2339 0.5016 -0.314
C -15.48889 -19.72316 0.25887 -0.4944 -0.2314 1.4393 -0.079
C -14.56420 -19.46270 -0.93583 0.1970 -0.8853 1.5932 -0.441
C -14.02048 -20.77367 -1.55490 -3.2180 -0.5603 -0.1052 -0.354
F -12.96488 -20.74331 -2.30658 2.1796 0.9934 -0.7060 0.154
F -13.83431 -21.67856 -0.57334 0.3775 -0.1641 0.6188 0.099
F -15.26487 -18.77415 -1.84434 0.2510 0.3777 -0.7018 0.135
F -13.54615 -18.70799 -0.44668 0.1168 0.4016 -0.3248 0.111
O -16.49512 -20.69493 -0.03342 -0.2885 -0.8259 0.8151 0.001
C -17.01863 -21.44371 1.10327 1.0908 0.8975 -4.0925 -0.560
C -17.56624 -22.75027 0.48792 -0.6247 -1.0527 -0.6983 -0.281
F -17.97103 -23.62055 1.44168 0.0752 0.2933 0.7328 0.090
F -18.63913 -22.47018 -0.26189 -0.9197 0.7951 -0.1545 0.104
F -16.06728 -21.69212 1.94394 1.3788 -0.7102 1.6085 0.192
F -17.91320 -20.69170 1.68404 -1.3398 0.3909 0.8758 0.201
H -15.92253 -18.79262 0.62512 -0.3706 0.4595 -0.8709 0.143
H -14.97320 -19.99230 1.18068 0.8028 -0.5426 -0.5531 0.135
H -14.82895 -21.12321 -2.19701 -0.3249 -0.2554 0.0917 0.171
H -16.95881 -23.33575 -0.20225 1.1137 0.5888 0.4051 0.180
C -18.56143 -30.32813 4.54821 0.2410 -0.7276 -0.5762 -0.255
S -18.35281 -32.08942 3.95278 -0.9935 0.1741 -0.6362 0.836
O -19.68509 -32.86089 3.94971 2.0238 1.7507 -0.1835 -0.583
C -17.91926 -31.56682 2.24419 0.5200 -1.0662 -0.5078 -0.282
H -17.78568 -29.67149 4.15434 0.6097 -0.5483 0.1051 0.043
H -18.44688 -30.43135 5.62725 -0.6924 0.5413 -0.0695 0.035
H -19.43614 -29.86248 4.09418 -0.5957 -0.4417 0.7347 0.055
H -18.76431 -31.18578 1.67080 0.0365 0.1492 0.2705 0.060
H -17.48825 -32.41562 1.71328 -0.7601 -0.7020 0.0592 0.038
H -17.01125 -30.97036 2.15553 -0.3793 0.8785 0.7897 0.053
C -14.93227 -36.29509 -6.61370 1.2863 -0.6309 -0.5877 -0.249
S -15.18001 -36.60559 -8.46290 -0.5850 -2.1182 0.5652 0.851
O -14.00410 -37.23536 -9.14614 -0.2301 0.7681 0.8083 -0.586
C -16.26013 -38.09535 -8.02324 -0.4277 0.2559 -0.0244 -0.268
H -15.45503 -35.40344 -6.26759 -0.2912 -0.3436 -0.1268 0.048
H -13.86965 -36.16283 -6.41013 0.1656 0.4245 -0.4780 0.045
H -15.11590 -37.23587 -6.09476 -0.6444 0.3423 0.1550 0.030
H -17.04025 -37.72475 -7.35828 -0.0208 -0.0009 0.0411 0.040
H -15.71222 -38.89477 -7.52442 0.6213 0.5240 0.3062 0.048
H -16.75021 -38.65586 -8.81933 0.1198 0.7950 -0.6692 0.042
C -20.80748 -32.82310 -8.12450 0.5748 -0.1815 0.6946 -0.282
S -21.97307 -33.91171 -9.05408 1.2248 -1.0117 0.8184 0.853
O -21.23391 -35.23735 -9.33272 -1.4295 2.1953 0.9341 -0.593
C -23.14284 -34.03731 -7.55855 -0.1165 -0.4845 -0.7418 -0.245
H -20.39433 -33.35855 -7.26969 -0.3435 -0.5497 0.0429 0.049
H -21.28609 -31.95319 -7.67473 -0.3840 0.0389 -0.4503 0.052
H -19.89333 -32.50423 -8.62526 -0.4706 -0.0501 -0.8189 0.050
H -24.05665 -33.47510 -7.75082 0.2372 0.3768 -0.3067 0.036
H -22.74060 -33.71765 -6.59724 0.3348 -0.1748 -0.2414 0.042
H -23.49466 -35.06850 -7.52744 0.3956 -0.1499 0.0780 0.041
C -10.20860 -27.14195 0.55918 -0.5068 0.8803 -0.8758 -0.286
S -10.30906 -27.13836 2.36272 0.5933 -0.2655 -1.3573 0.808
O -11.30281 -28.16989 2.73667 -0.0721 -0.0343 0.1847 -0.548
C -8.68011 -27.87499 2.57452 -0.0887 -0.3197 0.7911 -0.277
H -9.91749 -28.04166 0.01706 -0.5357 -0.6109 0.6996 0.064
H -9.52049 -26.42916 0.10474 0.2072 0.5556 0.7414 0.051
H -11.19668 -26.77334 0.28366 -0.0990 -0.4188 -0.3980 0.045
H -7.95932 -27.71432 1.77280 -0.1233 0.5170 0.1957 0.052
H -8.84489 -28.95058 2.63815 -0.1223 -0.0033 0.1334 0.055
H -8.39968 -27.47962 3.55080 0.7248 -0.3095 -0.1196 0.034
C -20.05508 -26.66495 -13.28051 -0.0249 -0.3131 1.3793 -0.253
S -21.15142 -25.36671 -12.48959 -1.0627 -0.9807 0.8065 0.825
O -22.45315 -26.05751 -12.07011 1.7721 0.6844 -0.7577 -0.597
C -20.29447 -25.02461 -10.86939 0.3704 -0.0468 -0.4419 -0.249
H -20.04140 -27.49111 -12.56960 0.0504 0.0039 0.2004 0.043
H -19.02690 -26.32261 -13.39773 -0.1402 0.3037 -0.0631 0.044
H -20.42414 -27.11822 -14.20053 -0.4057 0.7662 -0.0749 0.044
H -19.37992 -24.44627 -11.00068 0.0102 0.0225 -0.3822 0.043
H -20.02951 -25.88552 -10.25561 -0.3173 -0.3289 -0.3666 0.057
H -20.97749 -24.39523 -10.29889 -0.2417 -0.1218 -0.2719 0.043
C -7.71519 -29.99395 -10.35797 -0.2156 -0.9804 0.3733 -0.244
S -8.02522 -31.79542 -9.90938 1.3393 -0.6036 2.2441 0.842
O -6.83042 -32.43751 -9.17501 -1.4136 1.2519 -1.4055 -0.605
C -9.25754 -31.57484 -8.54225 0.1898 1.1174 -0.8580 -0.255
H -7.50337 -30.08073 -11.42367 -0.1344 0.4562 0.0741 0.028
H -6.89944 -29.49438 -9.83542 0.1054 -0.5078 0.1668 0.052
H -8.63240 -29.45613 -10.11801 -0.0801 -0.0226 -0.4197 0.039
H -9.30336 -32.47561 -7.93021 -0.0006 0.0615 -0.3751 0.052
H -10.19269 -31.28361 -9.02057 -0.2772 -0.5422 0.0218 0.043
H -9.01677 -30.69546 -7.94491 0.4809 -0.2249 0.1976 0.048
C -2.98967 -26.93716 -6.09880 -0.0901 -1.3534 0.6987 -0.046
C -4.27133 -27.09942 -5.60605 -0.3052 0.9963 0.6621 -0.067
C -4.67628 -28.18027 -4.81328 0.4227 0.3931 -1.6790 0.007
C -3.77280 -29.21553 -4.63145 0.1468 -0.0952 0.5961 -0.096
C -2.43955 -29.09861 -5.08701 -0.8444 -0.4897 0.0663 -0.077
C -2.11306 -27.98850 -5.83152 1.2560 0.7325 -0.0792 -0.017
C -1.38268 -30.16811 -4.85939 0.9263 1.2095 -1.1964 -0.246
O -0.25220 -30.00838 -5.35441 -2.0684 -0.6739 1.2875 0.070
C -1.81259 -31.36676 -4.09743 0.0864 -0.4090 -0.4912 -0.082
C -0.88932 -32.41626 -3.95668 -0.3319 1.1241 -0.0220 -0.010
C -1.28483 -33.58642 -3.37588 1.2589 0.1844 -0.0147 -0.075
C -2.52195 -33.65965 -2.79898 -0.2505 -1.5257 0.2318 -0.075
C -3.44466 -32.65838 -2.91213 -0.5460 0.0731 0.1481 -0.023
C -3.14626 -31.53058 -3.65013 -0.2507 1.7722 -0.1310 -0.039
C -4.24190 -30.41982 -3.90837 0.7643 -1.6627 0.2649 -0.249
O -5.40187 -30.59521 -3.59608 0.8329 0.0641 0.0260 0.110
H -2.69465 -26.02750 -6.60067 0.0747 -0.1374 -0.1490 0.108
H -4.92893 -26.25089 -5.72420 -0.4245 -0.1073 -0.1224 0.104
H -5.72150 -28.23020 -4.54601 0.1317 -0.2831 0.4398 0.123
H -1.06731 -27.93785 -6.09651 0.0846 0.1400 -0.3582 0.114
H 0.14906 -32.30808 -4.23312 -0.1056 0.2878 -0.4195 0.121
H -0.49470 -34.32207 -3.34548 -0.4483 -0.6125 0.3598 0.111
H -2.81824 -34.57375 -2.30599 0.0098 -0.0535 0.2273 0.111
H -4.37606 -32.82503 -2.39143 -0.3410 0.4271 -0.3479 0.123